{
  "formula": "C5H14",
  "method": "ωB97M-V with the def2-TZVPD basis set",
  "charge": 0,
  "smiles": "CCC.CC",
  "gap_ha": 0.41874,
  "symbols": ["C", "C", "C", "H", "H", "H", "H", "H", "H", "H", "H", "C", "C", "H", "H", "H", "H", "H", "H"],
  "coordinates": [[2.478902, 0.381066, 1.199857], [1.629867, 1.517885, 1.693430], [1.642086, -0.443366, 0.331781], [2.852349, -0.268234, 2.063616], [3.581197, 0.453950, 0.850785], [1.406313, 1.718182, 2.804575], [1.808082, 2.604493, 1.343057], [1.945330, -1.426165, -0.010661], [0.531735, 1.190131, 1.482916], [1.613640, 0.154645, -0.591302], [0.558715, -0.489388, 0.645671], [-3.149927, -0.862682, -0.930567], [-2.247457, -0.548828, -2.193521], [-2.875195, -0.152341, -0.205592], [-4.203051, -0.687198, -1.111294], [-2.870657, -1.854218, -0.608080], [-3.036862, -0.076298, -2.835249], [-1.991037, -1.484742, -2.692134], [-1.441380, 0.052739, -1.742188]],
  "forces_ev_per_a": [[3.580, -1.977, 3.245], [-2.811, 2.613, 1.413], [-1.942, -0.138, -2.668], [-1.175, 0.684, -0.241], [-2.004, 1.152, -0.405], [1.483, -0.799, -1.079], [-0.204, -1.950, -0.095], [0.466, -0.220, 0.450], [1.782, 1.164, -0.322], [-0.462, -0.293, -0.283], [1.266, -0.240, -0.024], [0.984, -0.366, -1.382], [-2.674, -0.032, 0.956], [0.287, 0.702, 1.303], [-0.208, -0.599, -0.117], [-0.583, -0.291, 0.534], [1.705, 0.442, -0.017], [0.562, 0.309, 0.123], [-0.054, -0.163, -1.392]]
}